Density functional theory data (wB97M-V/def2-TZVPD) for a cluster of 2 separate species, H2NOS2 in total at a distorted geometry.

Results
Charge: -1
Electronic energy in Ha: -927.5742
HOMO energy in eV: -2.88
Energy above the lowest of the compared OMol25 structures with the same formula, charge and spin in kJ/mol: 31.8

Cartesian coordinates (Å):
N  -0.187  1.070  1.145
O  1.446  2.274  -0.270
S  -0.460  -2.313  -0.311
S  0.380  1.242  -0.290
H  -1.074  0.585  1.178
H  -0.106  -2.859  -1.453

---

Density functional theory data (wB97M-V/def2-TZVPD) for the molecule C5H11PS at a distorted geometry.

Results
Electronic energy in Ha: -936.5001
HOMO energy in eV: -7.01
Energy above the lowest of the compared OMol25 structures with the same formula, charge and spin in kJ/mol: 378.2

Cartesian coordinates (Å):
C  -0.275  2.719  -0.200
P  -1.035  1.174  -0.132
C  -2.549  0.606  0.604
S  -3.508  -0.782  0.130
C  -0.118  -0.080  -1.226
C  0.553  -1.245  -0.473
C  1.442  -0.879  0.652
H  -0.513  3.354  0.556
H  0.726  2.650  -0.570
H  -3.056  1.400  0.896
H  -2.424  -1.515  0.212
H  0.566  0.352  -1.874
H  -0.862  -0.539  -1.883
H  0.933  -1.846  -1.265
H  -0.239  -2.028  -0.056
H  2.084  -1.686  0.873
H  1.950  0.013  0.293
H  0.900  -0.605  1.533

---

Density functional theory data (wB97M-V/def2-TZVPD) for the molecule C6H10BN at a distorted geometry.

Results
Expectation value of S²: 2.029
Electronic energy in Ha: -314.0383
Spin multiplicity: 3
HOMO energy (alpha / beta) in eV: -6.20 / -10.19
Energy above the lowest of the compared OMol25 structures with the same formula, charge and spin in kJ/mol: 0.0

Cartesian coordinates (Å):
B  0.022  -1.820  0.881
C  0.040  -0.323  0.421
C  -0.982  0.432  -0.062
C  1.257  0.354  0.011
C  -0.348  1.724  -0.525
C  -2.457  0.066  -0.105
C  2.596  -0.257  -0.089
N  1.039  1.526  -0.470
H  -1.030  -2.384  0.974
H  0.922  -2.648  1.096
H  -0.589  1.933  -1.567
H  -0.618  2.492  0.170
H  -2.891  0.913  -0.612
H  -2.756  -0.004  0.896
H  -2.750  -0.838  -0.556
H  3.364  0.558  -0.462
H  2.348  -1.058  -0.820
H  2.834  -0.666  0.819

---

Density functional theory data (wB97M-V/def2-TZVPD) for the molecule C2H7N3O3 at a distorted geometry.

Results
Electronic energy in Ha: -470.1979
HOMO energy in eV: -8.55
Energy above the lowest of the compared OMol25 structures with the same formula, charge and spin in kJ/mol: 633.5

Cartesian coordinates (Å):
C  2.528  1.010  0.492
O  1.439  0.666  -0.417
N  0.253  1.004  0.312
C  -0.678  0.264  -0.115
N  -0.561  -0.694  -1.136
O  -0.811  -2.034  -0.697
N  -1.954  0.445  0.401
O  -2.860  -0.513  0.079
H  2.419  0.407  1.359
H  2.540  2.064  0.789
H  3.445  0.784  -0.071
H  0.418  -0.689  -1.497
H  -1.643  -2.250  -1.231
H  -1.991  0.888  1.303
H  -2.546  -1.352  0.430

---

Density functional theory data (wB97M-V/def2-TZVPD) for a cluster of 11 separate species, C40H80Br4O18 in total at a distorted geometry.

Results
Electronic energy in Ha: -13222.5850
HOMO energy in eV: -9.70
Energy above the lowest of the compared OMol25 structures with the same formula, charge and spin in kJ/mol: 0.0

Cartesian coordinates (Å):
C  -4.299  3.938  4.488
C  -3.333  5.045  4.881
O  -2.759  5.746  3.790
C  -1.670  5.257  3.204
C  -1.119  6.160  2.141
O  -1.175  4.204  3.492
H  -5.246  4.291  4.100
H  -4.437  3.271  5.340
H  -3.797  3.294  3.756
H  -3.885  5.782  5.462
H  -2.562  4.574  5.495
H  -1.442  7.180  2.323
H  -1.406  5.769  1.162
H  -0.036  6.040  2.116
C  1.158  -5.151  0.335
C  -0.050  -6.072  0.483
O  0.028  -7.196  -0.387
C  -0.202  -6.987  -1.688
C  0.125  -8.182  -2.557
O  -0.552  -5.943  -2.146
H  1.070  -4.546  -0.561
H  2.064  -5.758  0.308
H  1.225  -4.442  1.161
H  -0.035  -6.438  1.510
H  -0.976  -5.506  0.372
H  0.014  -9.085  -1.955
H  1.103  -8.042  -2.997
H  -0.659  -8.220  -3.309
C  -2.399  -3.940  6.545
C  -1.660  -3.175  5.470
O  -2.635  -2.405  4.740
C  -2.179  -1.542  3.838
C  -3.268  -0.954  2.977
O  -1.023  -1.254  3.740
H  -1.688  -4.500  7.158
H  -3.146  -4.647  6.192
H  -2.859  -3.197  7.198
H  -0.950  -2.498  5.957
H  -1.066  -3.756  4.764
H  -2.890  -0.849  1.956
H  -3.533  0.042  3.320
H  -4.050  -1.706  2.884
C  -6.588  1.986  1.550
C  -5.784  1.901  0.275
O  -5.521  3.215  -0.250
C  -4.423  3.877  0.074
C  -4.395  5.180  -0.672
O  -3.514  3.431  0.728
H  -7.639  2.236  1.447
H  -6.076  2.772  2.101
H  -6.472  1.118  2.202
H  -4.773  1.490  0.409
H  -6.172  1.222  -0.486
H  -4.034  4.989  -1.679
H  -3.709  5.839  -0.149
H  -5.420  5.543  -0.654
C  4.821  -7.145  -6.170
C  4.633  -7.357  -4.679
O  4.237  -6.127  -4.030
C  2.949  -5.810  -4.072
C  2.617  -4.579  -3.256
O  2.112  -6.482  -4.588
H  5.017  -6.114  -6.470
H  3.941  -7.452  -6.733
H  5.703  -7.692  -6.515
H  3.828  -8.071  -4.514
H  5.535  -7.688  -4.180
H  1.686  -4.778  -2.742
H  2.613  -3.743  -3.951
H  3.430  -4.419  -2.548
C  2.598  0.116  3.826
C  3.830  -0.170  2.994
O  3.632  0.386  1.705
C  4.554  0.219  0.769
C  4.124  0.813  -0.534
O  5.624  -0.266  0.943
H  2.417  1.186  3.728
H  2.787  -0.131  4.870
H  1.733  -0.463  3.509
H  4.714  0.245  3.487
H  4.052  -1.239  2.907
H  4.302  0.137  -1.367
H  4.689  1.726  -0.733
H  3.080  1.129  -0.528
C  0.399  -1.830  -0.773
C  1.471  -0.864  -0.322
O  0.939  0.127  0.619
C  0.256  1.177  0.166
C  -0.153  2.106  1.307
O  0.100  1.434  -1.007
H  -0.346  -1.357  -1.410
H  -0.073  -2.262  0.106
H  0.926  -2.600  -1.338
H  2.197  -1.355  0.326
H  1.969  -0.301  -1.110
H  -0.188  1.549  2.237
H  -1.118  2.553  1.076
H  0.620  2.876  1.296
C  -1.120  6.572  -2.204
C  -0.002  5.774  -1.578
O  1.138  6.640  -1.317
C  1.974  6.271  -0.366
C  3.036  7.295  -0.095
O  1.860  5.266  0.282
H  -1.728  5.967  -2.874
H  -0.698  7.395  -2.780
H  -1.784  6.998  -1.448
H  -0.199  5.253  -0.646
H  0.346  5.083  -2.351
H  3.958  7.114  -0.641
H  3.206  7.328  0.978
H  2.704  8.302  -0.356
C  3.293  0.920  -4.681
C  2.847  -0.481  -4.258
O  3.366  -1.499  -5.119
C  2.523  -2.233  -5.861
C  3.280  -3.199  -6.712
O  1.345  -2.089  -5.927
H  4.216  1.231  -4.194
H  2.527  1.610  -4.310
H  3.361  1.054  -5.757
H  3.213  -0.691  -3.250
H  1.761  -0.483  -4.175
H  2.701  -3.353  -7.621
H  3.436  -4.182  -6.270
H  4.256  -2.804  -6.990
Br  -3.832  1.421  -3.755
C  -1.890  1.393  -3.823
C  -1.379  0.108  -4.448
Br  -1.614  0.248  -6.370
H  -1.490  1.597  -2.829
H  -1.543  2.256  -4.391
H  -1.991  -0.707  -4.081
H  -0.328  0.025  -4.198
Br  0.632  2.279  6.041
C  -1.175  1.690  5.684
C  -1.902  1.223  6.916
Br  -3.734  0.746  6.470
H  -1.100  0.936  4.903
H  -1.679  2.521  5.192
H  -1.867  2.011  7.662
H  -1.464  0.307  7.296

---

Density functional theory data (wB97M-V/def2-TZVPD) for a cluster of 13 separate species, C39H78O15 in total at a distorted geometry.

Results
Electronic energy in Ha: -2661.3576
HOMO energy in eV: -9.08
Energy above the lowest of the compared OMol25 structures with the same formula, charge and spin in kJ/mol: 105.3

Cartesian coordinates (Å):
C  1.120  4.617  0.207
O  -0.124  4.897  0.782
C  -1.031  3.933  0.883
O  -0.933  2.807  0.464
O  -2.097  4.462  1.449
C  -3.124  3.577  1.888
H  1.390  5.428  -0.472
H  1.199  3.681  -0.348
H  1.959  4.592  0.910
H  -3.841  4.060  2.545
H  -2.658  2.776  2.464
H  -3.703  3.183  1.056
C  0.445  -2.767  4.981
C  -0.967  -2.509  5.388
O  -1.662  -3.419  5.769
C  -1.403  -1.078  5.477
H  0.597  -3.807  4.699
H  1.071  -2.519  5.839
H  0.747  -2.236  4.076
H  -2.473  -1.008  5.655
H  -1.127  -0.455  4.628
H  -0.871  -0.676  6.345
C  5.292  -1.012  4.591
C  3.989  -1.281  3.897
O  2.974  -1.401  4.543
C  3.973  -1.239  2.383
H  5.511  0.059  4.546
H  6.154  -1.552  4.204
H  5.130  -1.233  5.646
H  4.433  -2.146  1.979
H  4.423  -0.344  1.957
H  2.944  -1.328  2.025
C  3.603  -1.726  -4.420
C  2.359  -2.564  -4.246
O  1.308  -2.129  -3.820
C  2.474  -4.044  -4.542
H  4.266  -2.134  -5.180
H  4.122  -1.770  -3.457
H  3.454  -0.666  -4.609
H  2.337  -4.641  -3.644
H  3.431  -4.274  -5.012
H  1.719  -4.384  -5.252
C  1.419  1.855  -5.137
C  0.281  2.191  -4.220
O  -0.727  2.667  -4.697
C  0.340  1.922  -2.738
H  1.115  1.904  -6.179
H  1.738  0.834  -4.919
H  2.197  2.613  -5.008
H  -0.642  1.953  -2.283
H  0.969  2.734  -2.357
H  0.806  0.974  -2.504
C  3.001  -4.396  -0.887
C  3.765  -5.663  -1.256
O  4.150  -5.896  -2.376
C  3.996  -6.637  -0.138
H  3.538  -3.789  -0.156
H  2.056  -4.701  -0.433
H  2.807  -3.777  -1.759
H  5.059  -6.615  0.121
H  3.779  -7.659  -0.453
H  3.438  -6.489  0.781
C  -5.757  0.505  1.688
C  -6.183  1.752  0.975
O  -6.132  2.826  1.524
C  -6.638  1.688  -0.476
H  -5.721  0.752  2.747
H  -4.764  0.160  1.387
H  -6.439  -0.301  1.419
H  -5.841  1.252  -1.083
H  -6.721  2.725  -0.793
H  -7.580  1.160  -0.600
C  4.189  3.482  -1.324
C  4.067  2.007  -1.028
O  4.302  1.547  0.064
C  3.936  1.130  -2.263
H  3.342  3.834  -1.913
H  5.152  3.669  -1.798
H  4.243  4.020  -0.375
H  2.880  0.980  -2.483
H  4.355  0.145  -2.051
H  4.522  1.500  -3.102
C  -4.910  -2.798  5.418
C  -5.076  -2.381  3.983
O  -6.168  -2.151  3.513
C  -3.843  -2.272  3.145
H  -5.830  -3.130  5.892
H  -4.415  -2.064  6.055
H  -4.224  -3.652  5.454
H  -3.170  -1.458  3.419
H  -4.158  -2.046  2.123
H  -3.252  -3.186  3.083
C  3.807  2.766  3.150
C  2.350  2.447  3.462
O  1.783  3.012  4.364
C  1.642  1.388  2.663
H  4.038  3.682  3.685
H  3.859  2.943  2.075
H  4.423  1.916  3.437
H  0.637  1.776  2.502
H  1.625  0.489  3.285
H  2.075  1.141  1.695
C  -3.271  2.565  -2.194
C  -4.183  3.752  -2.312
O  -5.259  3.723  -2.858
C  -3.705  5.004  -1.614
H  -2.461  2.633  -2.921
H  -3.811  1.670  -2.504
H  -2.949  2.437  -1.159
H  -4.048  5.015  -0.579
H  -4.163  5.894  -2.056
H  -2.638  5.169  -1.768
C  -1.159  -0.909  -0.405
C  0.161  -1.567  -0.148
O  0.256  -2.521  0.594
C  1.401  -0.973  -0.755
H  -1.951  -1.620  -0.178
H  -1.255  -0.511  -1.413
H  -1.245  -0.049  0.270
H  2.222  -1.691  -0.720
H  1.647  -0.076  -0.178
H  1.413  -0.706  -1.808
C  -2.795  -1.516  -3.602
C  -2.749  -0.479  -4.706
O  -3.220  0.622  -4.578
C  -2.040  -0.858  -5.991
H  -1.834  -1.997  -3.433
H  -3.525  -2.293  -3.845
H  -3.205  -0.962  -2.757
H  -2.689  -1.416  -6.664
H  -1.116  -1.417  -5.827
H  -1.729  0.066  -6.482

---

Density functional theory data (wB97M-V/def2-TZVPD) for a structure of composition C30H44N5OPRu at a distorted geometry.

Results
Charge: +1
Expectation value of S²: 0.760
Electronic energy in Ha: -1954.6165
Spin multiplicity: 2
HOMO energy (alpha / beta) in eV: -9.73 / -10.01
Energy above the lowest of the compared OMol25 structures with the same formula, charge and spin in kJ/mol: 63.4

Cartesian coordinates (Å):
Ru  0.642  -0.618  1.211
N  0.613  -0.483  3.350
C  0.094  -1.617  4.128
C  -0.929  -2.348  3.292
N  -0.255  -2.773  2.061
H  1.486  -0.141  3.733
H  -0.055  0.296  3.313
H  -0.347  -1.292  5.072
H  0.922  -2.289  4.368
H  -1.723  -1.648  3.019
H  -1.379  -3.176  3.844
H  -0.892  -3.222  1.412
H  0.472  -3.452  2.264
N  -0.602  0.818  1.626
P  -1.641  1.300  0.538
C  -3.270  1.606  1.249
C  -3.458  1.434  2.615
C  -4.724  1.583  3.167
C  -5.800  1.899  2.353
C  -5.617  2.073  0.986
C  -4.356  1.923  0.433
C  -1.976  0.034  -0.732
C  -2.266  -1.252  -0.275
C  -2.505  -2.282  -1.168
C  -2.468  -2.033  -2.536
C  -2.218  -0.750  -2.998
C  -1.979  0.282  -2.099
C  -1.152  2.773  -0.391
C  -1.894  3.947  -0.449
C  -1.426  5.031  -1.181
C  -0.217  4.946  -1.853
C  0.540  3.782  -1.782
C  0.075  2.703  -1.050
H  -2.603  1.196  3.234
H  -4.868  1.454  4.231
H  -6.789  2.005  2.781
H  -6.458  2.323  0.353
H  -4.220  2.041  -0.636
H  -2.339  -1.425  0.793
H  -2.743  -3.276  -0.808
H  -2.664  -2.833  -3.238
H  -2.212  -0.550  -4.062
H  -1.788  1.283  -2.468
H  -2.832  4.026  0.085
H  -2.006  5.943  -1.222
H  0.144  5.791  -2.425
H  1.495  3.725  -2.288
H  0.671  1.803  -0.967
C  1.397  0.270  -3.235
N  1.670  -1.142  -3.031
C  2.297  -1.848  -4.143
C  2.260  -3.340  -3.906
C  2.833  -3.614  -2.537
N  2.065  -2.886  -1.532
C  2.144  -3.425  -0.193
C  1.558  -1.648  -1.775
O  0.988  -0.975  -0.890
H  1.268  0.443  -4.302
H  2.221  0.895  -2.876
H  0.488  0.554  -2.721
H  3.329  -1.503  -4.274
H  1.750  -1.592  -5.051
H  2.830  -3.860  -4.674
H  1.228  -3.694  -3.944
H  3.887  -3.317  -2.492
H  2.780  -4.675  -2.292
H  3.187  -3.565  0.100
H  1.634  -4.390  -0.138
H  1.677  -2.748  0.513
C  2.538  2.311  1.364
C  3.102  1.102  2.099
C  4.634  1.150  2.094
C  2.642  -0.219  1.493
H  2.886  3.237  1.824
H  1.449  2.310  1.369
H  2.880  2.309  0.323
H  2.788  1.162  3.148
H  5.010  1.062  1.072
H  5.065  0.338  2.682
H  4.997  2.093  2.505
H  2.997  -1.082  2.073
H  3.031  -0.275  0.467

---

Density functional theory data (wB97M-V/def2-TZVPD) for a structure of composition C40H23Cl7N2OPSTi at a distorted geometry.

Results
Expectation value of S²: 0.791
Electronic energy in Ha: -6533.1007
Spin multiplicity: 2
HOMO energy (alpha / beta) in eV: -7.27 / -7.87
Energy above the lowest of the compared OMol25 structures with the same formula, charge and spin in kJ/mol: 142.1

Cartesian coordinates (Å):
Ti  -0.809  -1.560  0.718
Cl  -3.058  -1.381  2.902
C  -3.012  -2.952  2.189
C  -2.225  -3.090  1.043
C  -2.195  -4.381  0.514
Cl  -1.344  -4.654  -0.962
C  -2.829  -5.473  1.107
Cl  -2.675  -7.052  0.439
C  -3.565  -5.286  2.272
Cl  -4.303  -6.628  3.044
C  -3.688  -4.002  2.803
Cl  -4.633  -3.752  4.215
Cl  -1.557  -1.437  -1.638
C  -0.410  -2.216  -2.671
C  -0.697  -2.327  -4.017
C  0.202  -2.961  -4.856
C  1.390  -3.460  -4.343
C  1.670  -3.329  -2.997
Cl  3.158  -3.924  -2.369
C  0.768  -2.719  -2.108
S  1.113  -2.644  -0.415
H  -1.628  -1.936  -4.393
H  -0.023  -3.067  -5.905
H  2.100  -3.963  -4.981
O  -0.407  -2.639  3.033
N  0.362  -1.749  2.271
C  1.645  -1.785  2.548
C  2.710  -1.042  1.976
C  4.007  -1.294  2.474
C  5.104  -0.615  2.005
C  4.952  0.370  1.035
C  3.695  0.630  0.523
C  2.581  -0.084  0.946
P  0.970  0.318  0.200
C  1.299  0.445  -1.586
C  2.386  -0.149  -2.218
C  2.462  -0.154  -3.599
C  1.455  0.420  -4.356
C  0.367  1.010  -3.732
C  0.284  1.019  -2.353
C  0.996  2.070  0.746
C  0.949  2.237  2.130
C  1.107  3.492  2.688
C  1.300  4.592  1.866
C  1.310  4.436  0.492
C  1.167  3.178  -0.072
H  0.181  -3.215  3.566
H  1.952  -2.504  3.313
H  4.131  -2.040  3.246
H  6.085  -0.838  2.399
H  5.806  0.926  0.681
H  3.565  1.398  -0.228
H  3.163  -0.620  -1.634
H  3.303  -0.619  -4.090
H  1.504  0.391  -5.434
H  -0.422  1.452  -4.323
H  -0.570  1.457  -1.846
H  0.799  1.363  2.756
H  1.080  3.624  3.759
H  1.446  5.568  2.303
H  1.451  5.294  -0.149
H  1.203  3.068  -1.146
N  -4.728  7.631  0.658
C  -4.358  6.544  0.664
C  -3.873  5.218  0.699
C  -2.696  4.925  1.393
C  -2.214  3.636  1.423
C  -2.890  2.604  0.761
C  -4.076  2.900  0.082
C  -4.562  4.190  0.052
C  -2.345  1.295  0.763
C  -1.829  0.192  0.774
H  -2.161  5.717  1.897
H  -1.304  3.408  1.954
H  -4.610  2.110  -0.424
H  -5.477  4.415  -0.476